one | Below is a cluster of 2 separate species, C10H13O2 in total, with properties calculated with wB97M-V/def2-TZVPD.

Positions of all 25 atoms, in Å:
C 0.47280 -1.61302 -2.04146
C 0.45911 -0.99015 -3.45637
C -0.67839 -2.54732 -1.57968
O -0.47067 -3.10839 -0.47741
O -1.66822 -2.68847 -2.33210
H 1.42855 -2.20483 -1.79297
H 0.58643 -0.77894 -1.34943
H 1.42612 -0.99062 -3.92038
H -0.11126 -0.04149 -3.41015
H -0.01908 -1.78455 -4.03382
C -1.28597 2.87731 1.90250
C -1.10816 0.48608 1.46638
C -0.48368 1.63390 1.94944
C -0.31757 -0.58257 1.13703
C 0.87599 1.71853 2.13175
C 1.11241 -0.55706 1.31881
C 1.66861 0.59196 1.80704
H -2.17030 0.51388 1.19022
H -0.65745 -1.54041 0.66249
H -2.37593 2.67901 1.92167
H -1.06771 3.39173 0.94662
H 1.26835 2.69397 2.40503
H 1.56639 -1.50790 1.08171
H 2.76982 0.74133 1.73898
H -1.22020 3.60802 2.73408

The value obtained for the HOMO energy is -4.29 eV. The calculation puts the HOMO-LUMO gap at 7.49 eV. Its charge is -1.

In elementary charge units, the natural (NBO) charges are: atom 1 (C): -0.524, atom 2 (C): -0.634, atom 3 (C): 0.761, atom 4 (O): -0.806, atom 5 (O): -0.772, atom 6 (H): 0.195, atom 7 (H): 0.201, atom 8 (H): 0.187, atom 9 (H): 0.199, atom 10 (H): 0.225, atom 11 (C): -0.629, atom 12 (C): -0.245, atom 13 (C): -0.025, atom 14 (C): -0.188, atom 15 (C): -0.250, atom 16 (C): -0.237, atom 17 (C): -0.213, atom 18 (H): 0.208, atom 19 (H): 0.293, atom 20 (H): 0.207, atom 21 (H): 0.213, atom 22 (H): 0.198, atom 23 (H): 0.237, atom 24 (H): 0.195, atom 25 (H): 0.203

***

two | Below is a cluster of 2 separate species, C10H13O2 in total, with properties calculated with wB97M-V/def2-TZVPD.

Positions of all 25 atoms, in Å:
C -0.67750 1.85042 -1.03868
C -0.97064 2.59584 0.24801
C 0.80737 1.91865 -1.50183
O 1.69410 1.73073 -0.62681
O 0.97686 2.09856 -2.72381
H -0.93722 0.79538 -1.01789
H -1.18635 2.39189 -1.84190
H -0.30675 2.29718 1.06610
H -2.00355 2.49804 0.57826
H -0.60702 3.62496 0.15089
C -0.45581 -2.90618 -1.12661
C 0.81328 -0.39924 1.37926
C 0.56183 -1.01100 0.15481
C 0.05159 -0.72819 2.49837
C -0.43439 -1.98590 0.06531
C -0.97137 -1.65939 2.40448
C -1.25735 -2.21815 1.16250
H 1.43586 0.47852 1.45335
H 1.11158 -0.54339 -0.65470
H 0.15366 -0.21818 3.44926
H -1.63375 -1.81771 3.25001
H 0.36783 -3.62217 -1.06210
H -0.49529 -2.41463 -2.09871
H -1.90100 -3.08998 1.09180
H -1.34772 -3.54929 -1.06392

The value obtained for the HOMO energy is -4.10 eV. The calculation puts the HOMO-LUMO gap at 7.49 eV. Its charge is -1.

In elementary charge units, the natural (NBO) charges are: atom 1 (C): -0.528, atom 2 (C): -0.613, atom 3 (C): 0.762, atom 4 (O): -0.817, atom 5 (O): -0.778, atom 6 (H): 0.200, atom 7 (H): 0.201, atom 8 (H): 0.209, atom 9 (H): 0.183, atom 10 (H): 0.198, atom 11 (C): -0.625, atom 12 (C): -0.187, atom 13 (C): -0.220, atom 14 (C): -0.231, atom 15 (C): -0.016, atom 16 (C): -0.225, atom 17 (C): -0.240, atom 18 (H): 0.252, atom 19 (H): 0.264, atom 20 (H): 0.196, atom 21 (H): 0.195, atom 22 (H): 0.211, atom 23 (H): 0.225, atom 24 (H): 0.191, atom 25 (H): 0.193

***

Of the structures shown above, one is the least stable.